No. 1
The following is a quantum chemistry calculation of a structure of composition C51H47AsCuN4PSSb, from the Open Molecules 2025 dataset.

Results
<S²>: 0.7545
Gap between HOMO and LUMO (alpha / beta), eV: 6.74 / 5.22
LUMO level (alpha / beta), eV: -5.302 / -6.826
Total charge: +2
Energy relative to the best compared isomer or geometry (same formula, charge and spin), kcal per mole: 21.8
Spin multiplicity: 2
HOMO (alpha / beta), eV: -12.038 / -12.043

Cartesian coordinates (Å):
Cu: -1.856 1.393 0.647
C: -3.340 -1.110 -0.859
C: -3.441 -1.145 0.631
C: -4.081 -2.182 1.309
C: -4.216 -2.123 2.677
C: -3.790 -0.979 3.354
C: -3.191 0.032 2.634
N: -2.976 -0.094 1.306
Sb: -3.142 2.006 3.531
C: -4.164 2.759 1.771
C: -5.309 3.513 1.916
C: -5.981 3.945 0.775
C: -5.492 3.584 -0.459
C: -4.333 2.813 -0.549
C: -3.808 2.399 -1.889
N: -3.681 2.432 0.553
C: -1.331 2.976 2.815
C: -0.654 3.754 3.734
C: 0.156 4.789 3.269
C: 0.190 5.050 1.918
C: -0.495 4.220 1.032
C: -0.554 4.541 -0.428
N: -1.185 3.169 1.487
H: -3.436 -2.106 -1.282
H: -2.381 -0.691 -1.172
H: -4.150 -0.497 -1.260
H: -4.448 -3.031 0.749
H: -4.678 -2.937 3.219
H: -3.952 -0.874 4.418
H: -5.681 3.762 2.901
H: -6.878 4.544 0.861
H: -5.994 3.883 -1.369
H: -3.509 3.272 -2.473
H: -4.584 1.886 -2.457
H: -2.957 1.727 -1.799
H: -0.788 3.591 4.795
H: 0.702 5.412 3.965
H: 0.734 5.899 1.528
H: -0.412 5.610 -0.579
H: -1.526 4.263 -0.837
H: 0.227 4.027 -0.984
S: -1.245 -5.178 0.475
C: -1.237 -3.629 -0.279
N: -1.084 -2.599 0.485
C: -0.885 -3.019 1.796
C: -0.646 -2.182 2.889
C: -0.471 -2.742 4.136
C: -0.539 -4.131 4.317
C: -0.779 -4.973 3.251
C: -0.950 -4.403 1.991
H: -1.394 -3.554 -1.346
H: -0.598 -1.110 2.742
H: -0.274 -2.109 4.990
H: -0.395 -4.548 5.303
H: -0.828 -6.044 3.390
C: 1.424 -0.906 0.405
C: 2.912 -0.625 0.183
As: 4.116 -2.147 -0.302
C: 2.879 -3.601 -0.747
C: 2.855 -4.669 0.149
C: 2.184 -5.844 -0.161
C: 1.527 -5.967 -1.376
C: 1.514 -4.901 -2.264
C: 2.184 -3.725 -1.951
C: 4.593 -1.574 -2.118
C: 4.762 -0.232 -2.454
C: 5.205 0.135 -3.719
C: 5.501 -0.835 -4.663
C: 5.371 -2.176 -4.328
C: 4.930 -2.541 -3.064
P: 0.413 0.596 0.030
C: 1.539 1.892 0.639
C: 2.291 2.706 -0.201
C: 3.255 3.553 0.329
C: 3.493 3.570 1.696
C: 2.757 2.745 2.539
C: 1.780 1.916 2.013
C: 0.443 0.672 -1.785
C: -0.311 1.650 -2.434
C: -0.300 1.760 -3.815
C: 0.469 0.884 -4.570
C: 1.216 -0.098 -3.938
C: 1.200 -0.209 -2.555
H: 1.240 -1.215 1.433
H: 1.032 -1.701 -0.226
H: 3.338 -0.195 1.089
H: 3.058 0.115 -0.601
H: 3.410 -4.603 1.078
H: 2.203 -6.674 0.533
H: 1.033 -6.895 -1.635
H: 1.012 -4.995 -3.219
H: 2.216 -2.930 -2.685
H: 4.574 0.554 -1.732
H: 5.332 1.183 -3.959
H: 5.852 -0.551 -5.646
H: 5.624 -2.943 -5.048
H: 4.848 -3.594 -2.820
H: 2.145 2.660 -1.274
H: 3.840 4.181 -0.330
H: 4.261 4.212 2.103
H: 2.952 2.743 3.603
H: 1.218 1.264 2.675
H: -0.906 2.343 -1.854
H: -0.886 2.529 -4.301
H: 0.485 0.970 -5.648
H: 1.830 -0.776 -4.517
H: 1.800 -0.976 -2.094

No. 2
The following is a quantum chemistry calculation of a structure of composition C51H48BaBr2NOP2Te, from the Open Molecules 2025 dataset.

Results
Gap between HOMO and LUMO, eV: 5.74
LUMO level, eV: 2.101
Total charge: -1
Energy relative to the best compared isomer or geometry (same formula, charge and spin), kcal per mole: 34.9
Spin multiplicity: 1
HOMO, eV: -3.640

Cartesian coordinates (Å):
Ba: -1.062 0.037 -0.022
C: -2.069 2.594 -1.660
C: -1.809 2.819 -0.287
C: -2.999 2.550 0.425
C: -3.989 2.177 -0.508
C: -3.423 2.226 -1.792
C: -4.103 1.940 -3.097
C: -5.381 1.743 -0.162
C: -3.198 2.726 1.902
C: -0.581 3.497 0.241
C: -1.092 2.792 -2.782
H: -4.186 2.838 -3.722
H: -5.113 1.556 -2.951
H: -3.577 1.184 -3.687
H: -6.049 2.579 0.078
H: -5.390 1.072 0.704
H: -5.835 1.182 -0.981
H: -3.639 3.696 2.166
H: -2.256 2.665 2.456
H: -3.866 1.966 2.323
H: -0.610 4.590 0.143
H: 0.331 3.177 -0.279
H: -0.415 3.293 1.305
H: -1.058 3.823 -3.160
H: -1.332 2.158 -3.642
H: -0.065 2.549 -2.484
C: 1.006 -0.258 -4.028
C: 2.115 -0.322 -3.016
C: 3.462 -0.468 -3.429
C: 4.456 -0.487 -2.496
C: 4.128 -0.368 -1.126
C: 5.064 -0.387 -0.056
Br: 6.921 -0.558 -0.419
C: 4.650 -0.290 1.237
C: 3.283 -0.168 1.553
Br: 2.771 -0.082 3.360
C: 2.313 -0.138 0.570
O: 1.043 -0.040 0.772
C: 2.764 -0.234 -0.806
N: 1.788 -0.209 -1.753
H: 1.216 -0.890 -4.893
H: 0.880 0.766 -4.390
H: 0.063 -0.571 -3.580
H: 3.686 -0.560 -4.484
H: 5.492 -0.595 -2.788
H: 5.371 -0.311 2.042
Te: -3.366 -1.367 -1.931
C: -4.579 -2.891 -1.097
C: -5.060 -2.738 0.208
C: -5.942 -3.648 0.773
C: -6.385 -4.742 0.040
C: -5.921 -4.909 -1.257
C: -5.029 -4.001 -1.814
H: -4.762 -1.861 0.772
H: -6.292 -3.490 1.787
H: -7.083 -5.449 0.473
H: -6.264 -5.751 -1.851
H: -4.703 -4.138 -2.839
C: 1.199 -5.530 1.815
P: 0.587 -3.827 1.459
C: -0.076 -3.889 -0.235
C: 0.816 -3.412 -1.199
C: 0.540 -3.568 -2.552
C: -0.636 -4.178 -2.952
C: -1.555 -4.603 -2.003
C: -1.282 -4.451 -0.656
C: -0.810 -3.615 2.615
C: -2.043 -3.044 2.297
C: -2.961 -2.728 3.294
C: -2.670 -2.972 4.626
C: -1.439 -3.526 4.958
C: -0.524 -3.831 3.967
P: 0.337 -7.166 1.844
C: 0.391 -7.741 0.108
C: -0.085 -9.032 -0.133
C: -0.087 -9.566 -1.410
C: 0.411 -8.826 -2.476
C: 0.903 -7.551 -2.249
C: 0.890 -7.012 -0.968
C: -1.440 -6.777 2.051
C: -1.878 -6.478 3.340
C: -3.201 -6.141 3.584
C: -4.116 -6.134 2.541
C: -3.707 -6.484 1.262
C: -2.379 -6.807 1.022
H: 1.673 -5.436 2.797
H: 2.060 -5.665 1.150
H: 1.741 -2.942 -0.886
H: 1.242 -3.204 -3.290
H: -0.860 -4.285 -4.006
H: -2.499 -5.033 -2.308
H: -2.006 -4.779 0.076
H: -2.328 -2.835 1.268
H: -3.912 -2.295 3.014
H: -3.387 -2.723 5.397
H: -1.187 -3.709 5.996
H: 0.440 -4.236 4.255
H: -0.467 -9.625 0.691
H: -0.470 -10.565 -1.576
H: 0.415 -9.242 -3.475
H: 1.285 -6.954 -3.068
H: 1.253 -6.002 -0.830
H: -1.172 -6.485 4.163
H: -3.514 -5.876 4.586
H: -5.147 -5.854 2.721
H: -4.414 -6.467 0.443
H: -2.070 -7.059 0.014

No. 3
The following is a quantum chemistry calculation of a structure of composition C51H49AsBrN3O4PS2Zr, from the Open Molecules 2025 dataset.

Results
Gap between HOMO and LUMO, eV: 5.73
LUMO level, eV: -8.242
Total charge: +3
Energy relative to the best compared isomer or geometry (same formula, charge and spin), kcal per mole: 0.0
Spin multiplicity: 1
HOMO, eV: -13.977

Cartesian coordinates (Å):
Zr: 0.484 -0.249 0.513
Br: 1.858 0.034 -2.797
C: -0.016 0.228 -2.716
C: -0.775 0.375 -3.861
C: -2.140 0.591 -3.712
C: -2.688 0.700 -2.438
C: -1.839 0.575 -1.364
N: -0.529 0.288 -1.493
C: -2.292 0.745 0.062
O: -3.428 0.905 0.381
O: -1.251 0.667 0.907
H: -0.310 0.331 -4.836
H: -2.766 0.698 -4.589
H: -3.735 0.908 -2.265
O: 0.830 -2.042 -0.492
S: 1.127 -3.373 -1.241
C: -0.207 -4.525 -0.823
C: -0.267 -5.221 0.532
C: -0.543 -4.349 1.758
C: -1.856 -3.571 1.665
S: -1.779 -1.842 2.218
O: -0.250 -1.489 2.044
C: -2.078 -1.880 3.936
C: -1.419 -2.747 4.808
C: -1.749 -2.703 6.148
C: -2.721 -1.810 6.601
C: -3.362 -0.949 5.725
C: -3.039 -0.973 4.375
C: 2.560 -4.089 -0.513
C: 3.318 -4.857 -1.393
C: 4.426 -5.537 -0.905
C: 4.771 -5.422 0.433
C: 4.019 -4.627 1.294
C: 2.900 -3.959 0.830
H: -0.077 -5.273 -1.612
H: -1.112 -3.971 -1.084
H: 0.660 -5.773 0.692
H: -1.050 -5.978 0.436
H: 0.275 -3.649 1.898
H: -0.562 -4.995 2.635
H: -2.671 -4.015 2.237
H: -2.206 -3.477 0.637
H: -0.665 -3.437 4.450
H: -1.259 -3.369 6.845
H: -2.978 -1.794 7.652
H: -4.115 -0.262 6.086
H: -3.528 -0.310 3.672
H: 3.053 -4.924 -2.442
H: 5.022 -6.143 -1.574
H: 5.637 -5.950 0.811
H: 4.308 -4.535 2.333
H: 2.326 -3.326 1.491
N: 3.221 -0.032 2.442
C: 4.536 -0.269 2.450
C: 4.867 -0.818 1.226
C: 3.668 -0.874 0.528
N: 2.657 -0.391 1.268
H: 2.681 0.465 3.138
H: 5.143 -0.030 3.308
H: 5.841 -1.131 0.891
H: 3.487 -1.247 -0.466
C: 2.738 3.106 -0.258
C: 3.998 2.709 0.503
As: 5.521 4.000 0.331
C: 5.426 4.274 -1.591
C: 5.283 3.181 -2.443
C: 5.349 3.343 -3.820
C: 5.563 4.604 -4.360
C: 5.726 5.695 -3.519
C: 5.666 5.531 -2.141
C: 4.514 5.524 1.037
C: 3.619 6.316 0.317
C: 2.874 7.299 0.957
C: 3.020 7.506 2.323
C: 3.922 6.736 3.044
C: 4.667 5.756 2.402
P: 1.179 2.396 0.377
C: 1.113 2.864 2.124
C: 1.421 4.159 2.535
C: 1.400 4.478 3.886
C: 1.076 3.515 4.831
C: 0.772 2.223 4.436
C: 0.795 1.905 3.086
C: -0.130 3.310 -0.480
C: -0.013 3.546 -1.852
C: -1.039 4.178 -2.538
C: -2.186 4.577 -1.862
C: -2.304 4.350 -0.498
C: -1.280 3.719 0.195
H: 2.838 2.860 -1.314
H: 2.570 4.181 -0.203
H: 4.342 1.720 0.194
H: 3.825 2.678 1.581
H: 5.151 2.183 -2.033
H: 5.255 2.484 -4.473
H: 5.623 4.733 -5.433
H: 5.915 6.676 -3.934
H: 5.817 6.389 -1.497
H: 3.506 6.180 -0.753
H: 2.193 7.917 0.386
H: 2.455 8.288 2.816
H: 4.070 6.919 4.102
H: 5.386 5.174 2.969
H: 1.686 4.921 1.812
H: 1.642 5.482 4.195
H: 1.060 3.772 5.882
H: 0.506 1.475 5.173
H: 0.543 0.886 2.813
H: 0.885 3.260 -2.389
H: -0.934 4.380 -3.596
H: -2.979 5.083 -2.396
H: -3.191 4.673 0.032
H: -1.377 3.549 1.260

No. 4
The following is a quantum chemistry calculation of a structure of composition C51H51N5O2PSTa, from the Open Molecules 2025 dataset.

Results
Gap between HOMO and LUMO, eV: 5.53
LUMO level, eV: -6.423
Total charge: +2
Spin multiplicity: 1
HOMO, eV: -11.955

Cartesian coordinates (Å):
Ta: 0.610 -0.060 0.756
C: 0.523 -2.115 4.081
C: 1.445 -0.959 4.482
C: 1.331 -0.779 6.000
P: 1.002 0.489 3.418
C: 2.110 1.958 3.671
C: 1.346 3.191 3.182
C: 2.676 2.204 5.066
C: -0.667 0.950 3.880
C: -1.069 1.382 5.144
C: -2.406 1.607 5.438
C: -2.839 2.058 6.801
C: -3.339 1.366 4.431
C: -2.966 0.965 3.161
C: -1.615 0.784 2.862
N: -1.170 0.421 1.547
C: -2.243 0.430 0.550
C: -2.698 1.669 0.056
C: -2.267 2.986 0.644
C: -3.639 1.675 -0.960
C: -4.179 0.497 -1.472
C: -5.140 0.530 -2.622
C: -3.804 -0.696 -0.876
C: -2.848 -0.757 0.136
C: -2.526 -2.087 0.745
H: 0.788 -3.014 4.637
H: 0.567 -2.361 3.019
H: -0.511 -1.868 4.332
H: 2.487 -1.187 4.224
H: 0.289 -0.654 6.291
H: 1.908 0.047 6.401
H: 1.689 -1.692 6.478
H: 2.952 1.775 2.999
H: 0.579 3.481 3.900
H: 0.842 3.020 2.224
H: 2.033 4.028 3.055
H: 1.894 2.384 5.804
H: 3.303 3.096 5.036
H: 3.302 1.382 5.409
H: -0.329 1.542 5.918
H: -1.989 2.372 7.403
H: -3.346 1.251 7.333
H: -3.535 2.894 6.736
H: -4.392 1.505 4.643
H: -3.726 0.799 2.413
H: -1.298 2.939 1.139
H: -2.984 3.301 1.405
H: -2.244 3.767 -0.115
H: -3.975 2.627 -1.355
H: -5.760 1.425 -2.592
H: -5.792 -0.341 -2.622
H: -4.596 0.545 -3.570
H: -4.265 -1.618 -1.208
H: -3.353 -2.779 0.598
H: -2.325 -2.017 1.816
H: -1.657 -2.523 0.251
S: 4.472 -2.482 1.548
C: 3.213 -3.669 1.585
C: 3.345 -5.037 1.803
C: 2.204 -5.808 1.757
C: 0.960 -5.227 1.492
C: 0.833 -3.871 1.276
C: 1.974 -3.075 1.331
N: 2.058 -1.683 1.141
C: 3.315 -1.275 1.216
C: 3.640 0.120 0.976
C: 4.966 0.554 1.029
C: 5.261 1.875 0.767
C: 4.230 2.741 0.437
C: 2.916 2.297 0.386
C: 2.555 0.974 0.661
H: 4.312 -5.480 1.997
H: 2.272 -6.874 1.923
H: 0.080 -5.853 1.457
H: -0.136 -3.441 1.078
H: 5.766 -0.134 1.269
H: 6.283 2.225 0.808
H: 4.452 3.776 0.212
H: 2.177 3.038 0.128
C: 2.057 -2.603 -10.063
O: 2.232 -1.881 -8.851
C: 1.153 -1.318 -8.288
C: 1.398 -0.612 -7.100
C: 0.370 0.009 -6.435
C: -0.929 -0.058 -6.952
C: -1.160 -0.706 -8.160
C: -0.135 -1.361 -8.822
N: -2.053 0.628 -6.417
N: -2.242 0.802 -5.208
C: -1.435 0.210 -4.182
C: -1.342 -1.152 -4.010
C: -0.764 -1.711 -2.852
C: -0.303 -0.854 -1.889
O: 0.254 -1.214 -0.697
C: -0.381 0.547 -2.031
N: 0.077 1.275 -0.967
C: -0.017 2.593 -1.075
C: -0.537 3.243 -2.199
C: -1.022 2.509 -3.252
C: -0.952 1.104 -3.183
H: 3.032 -3.017 -10.304
H: 1.732 -1.940 -10.867
H: 1.337 -3.414 -9.935
H: 2.417 -0.547 -6.745
H: 0.589 0.584 -5.545
H: -2.155 -0.680 -8.582
H: -0.339 -1.858 -9.758
H: -1.728 -1.812 -4.775
H: -0.701 -2.783 -2.722
H: 0.269 3.185 -0.220
H: -0.579 4.322 -2.197
H: -1.470 2.985 -4.114

Number 1: energy -191737.638 eV. Number 2: energy -223857.677 eV. Number 3: energy -229444.327 eV. Number 4: energy -86925.760 eV.